# 1
Molecular formula: C26H60N4O6V
Method: DFT, the ωB97M-V functional and the def2-TZVPD basis

CARTESIAN COORDINATES (ANGSTROEM)
H 2.55 4.23 -2.49
H 6.21 -1.55 7.51
C 2.66 6.44 -0.76
H -0.16 4.87 -1.86
C 5.34 -2.08 7.13
C -0.63 -4.49 3.08
C 1.54 6.09 -1.77
H 5.37 -2.53 9.73
H 1.25 9.89 -1.36
H -1.60 -5.14 -4.98
V 1.30 -0.60 4.86
C -1.48 -2.53 -5.93
H -1.47 7.96 -0.27
H -2.29 -2.68 -7.96
H 0.80 4.37 -0.51
H 1.54 -5.87 2.49
H -1.92 6.92 -1.55
H 4.29 -3.84 9.45
C 0.59 9.18 -0.86
N 0.98 7.28 -2.41
H -1.78 9.41 -2.43
H 0.08 6.53 0.67
H 3.14 -3.70 7.40
C 4.05 -2.05 8.09
N -1.74 -2.74 4.53
H -1.27 -4.84 -3.26
H 1.88 7.78 -4.05
C -3.04 -4.59 3.85
H 0.19 -2.11 -3.83
H -0.76 -5.56 2.95
C -0.84 -2.13 -3.47
C 0.45 5.26 -1.04
H 3.19 5.54 -0.45
H -1.27 -4.77 5.04
C -1.09 -4.48 -4.27
H -5.31 -1.51 -4.63
C -0.11 8.11 -1.75
H -1.59 -1.44 -5.88
C -1.01 8.77 -2.87
C -2.42 -3.12 -6.97
C -1.06 7.22 -0.95
H -3.80 -4.35 4.60
C -0.48 6.11 -0.16
H -3.31 -4.08 2.92
H 2.73 -4.66 2.87
H 3.66 -1.04 8.24
H 2.16 -2.79 8.10
H -1.32 5.56 0.26
C 4.34 -2.75 9.45
H -0.17 9.84 -0.47
H -1.65 8.10 -3.43
H -2.32 -4.20 -7.06
H 3.38 7.20 -1.06
H 6.93 -1.01 5.11
H -0.02 -4.51 -4.50
H -5.82 -2.81 -3.70
O 1.95 8.05 -3.13
H 5.72 -3.07 6.90
H -3.18 -5.66 3.68
H -0.91 -3.96 2.16
H -3.58 -4.40 -2.90
H -4.77 -5.23 -4.24
O -3.47 -3.45 -2.80
H 6.25 -2.63 4.68
H -0.88 -2.33 -2.40
H -4.03 -1.71 -6.49
H 3.68 -2.54 10.29
C -1.70 -3.10 -4.41
C -4.55 -4.88 -5.25
C 2.07 5.13 -2.87
H 1.11 8.76 0.00
O 1.53 -0.10 3.39
C -3.83 -2.78 -6.51
N 2.94 -2.71 7.45
H 1.35 4.68 -3.55
H -6.39 -2.84 -5.35
H -4.46 -3.30 -7.23
H -0.45 9.36 -3.60
C 6.03 -1.58 4.90
O 1.14 0.68 5.81
H -5.45 -5.12 -5.80
C -4.23 -3.36 -5.09
C -5.54 -2.58 -4.73
H -2.30 -2.77 5.37
H 2.81 5.59 -3.53
H -2.27 -2.41 3.73
H -3.78 -5.55 -5.63
N -3.16 -3.09 -4.09
H 5.65 -1.11 3.99
O 0.74 -4.08 3.38
H 1.63 -4.39 1.54
H 2.20 6.83 0.14
C 1.70 -4.80 2.55
C -1.65 -4.17 4.22
H -1.21 -1.11 -3.58
H -0.47 -2.82 -6.23
O 4.95 -1.54 5.83

The gap between HOMO and LUMO comes out at 2.67 eV. For the HOMO energy, the calculation gives -9.199 eV. The total energy is -71853.7956 eV. The calculation puts the LUMO energy at -6.53 eV. As for the charge: +1.

# 2
Molecular formula: C26H60NO5PS5
Method: DFT, the ωB97M-V functional and the def2-TZVPD basis

CARTESIAN COORDINATES (ANGSTROEM)
H 4.50 -0.10 -2.73
S -4.24 -3.40 -1.16
H -3.74 -8.97 -2.11
H 2.61 0.55 -0.29
H 3.13 1.04 -4.20
S -5.25 -9.00 -0.26
H -1.60 -0.55 -2.35
H -0.06 0.62 -3.56
C 1.05 -1.42 -1.14
H 0.68 -1.17 -2.16
O -2.78 -3.39 -0.82
C -5.15 -3.18 0.38
C 3.29 -0.12 -0.87
H -2.01 8.85 2.73
C 2.62 -1.53 -1.13
H 1.78 5.73 0.46
O -0.62 -3.58 2.86
H 4.19 -0.32 -0.24
O 5.57 0.80 2.74
C 3.79 0.56 -2.19
H 2.05 -0.08 -3.32
H -6.21 -3.31 0.19
H -0.41 -3.13 -1.41
S -0.61 7.98 0.99
H 6.77 1.52 1.26
H -2.14 -0.03 -0.71
H -5.43 -8.94 -2.66
C 0.80 4.12 -2.37
H -0.73 6.62 2.96
H -2.94 0.69 -2.14
H -7.44 -9.28 -1.20
H -0.20 4.27 -2.83
H 4.94 2.38 4.69
H 2.93 -2.24 -0.34
C 2.62 0.86 -3.23
C 0.66 4.38 -0.83
S 2.96 5.66 3.11
H -4.71 -10.47 -2.08
C -0.96 1.50 -1.74
C -0.08 1.61 -3.06
H -2.04 -2.54 3.92
P 1.60 2.42 -2.79
O -5.44 -7.52 -0.18
N 4.56 3.54 2.97
S 2.50 3.48 1.03
H -2.97 8.11 1.42
H 2.19 2.37 -1.47
C 4.20 2.43 3.86
C 4.21 1.02 3.18
H -0.63 -1.52 3.31
H -1.73 5.95 1.64
C -1.97 0.30 -1.75
H -6.78 -10.82 -0.58
C 0.33 -2.74 -0.69
C -4.74 -9.39 -1.95
H 3.48 0.92 2.35
H 5.26 3.69 1.00
C -0.78 6.43 1.89
H 0.26 3.50 -0.26
H 0.04 5.77 1.60
H 1.13 -3.51 -0.55
H 3.97 0.23 3.92
H -0.09 5.19 -0.69
H -0.43 -2.64 4.71
H 1.45 4.94 -2.77
C -2.11 8.74 1.65
H -4.96 -2.18 0.75
C 5.58 3.19 1.95
H -0.59 -1.44 0.82
H 2.32 3.10 -3.85
H 0.80 -0.54 -0.50
C 5.73 1.67 1.63
H 4.36 1.50 -1.98
H -0.25 1.43 -0.88
H -2.23 9.72 1.19
H -1.44 -2.99 0.57
H 2.95 -1.91 -2.13
H 5.07 1.33 0.79
H 3.17 2.59 4.24
C -0.44 -2.53 0.68
C 0.35 -3.18 1.89
H 2.80 5.09 -0.85
C 3.42 4.21 2.41
H -4.41 -5.72 -0.57
H -5.80 -5.17 -1.54
C -6.88 -9.75 -0.39
H 1.09 -2.45 2.29
C -0.95 -2.50 3.73
C 2.00 4.81 -0.13
O -0.86 7.68 -0.45
H -4.81 -3.91 1.12
C -4.72 -5.11 -1.42
H -7.41 -9.59 0.55
H -4.23 -5.48 -2.32
H 0.83 -4.10 1.50
H 6.56 3.64 2.22
H -0.65 2.29 -3.74
H -1.50 2.47 -1.63

The gap between HOMO and LUMO comes out at 7.36 eV. For the HOMO energy, the calculation gives -7.651 eV. The total energy is -103119.9019 eV. The calculation puts the LUMO energy at -0.29 eV.